(1)
Here is 2 unconnected molecules or ions with the total composition C5H14 from the OMol25 dataset. Energies are from ωB97M-V/def2-TZVPD.

Each line ends with the Löwdin charge.
Element x y z (Å)
C: -1.1233 0.3271 -2.6882  -0.088
C: -0.2931 0.3249 -1.3298  -0.342
C: -0.5747 1.5331 -0.5526  -0.179
H: -2.1467 0.6055 -2.4073  0.073
H: -1.1515 -0.6482 -3.0760  0.033
H: -0.5913 0.9777 -3.3932  0.073
H: -0.5997 -0.5677 -0.6842  0.089
H: 0.8082 0.2523 -1.3574  0.097
H: -0.9561 1.2618 0.3643  0.027
H: 0.4365 2.2175 -0.3888  0.129
H: -1.2151 2.3239 -0.9595  0.066
C: 1.1520 -0.9404 1.4024  -0.171
C: 0.7692 -1.1921 2.9275  -0.188
H: 1.9314 -1.7001 1.1574  0.065
H: 0.3099 -1.5243 0.8730  0.076
H: 1.3943 0.0503 1.2031  0.029
H: 0.6497 -2.3435 3.2324  0.103
H: 0.0051 -0.4502 3.1825  0.036
H: 1.5442 -0.7703 3.6974  0.072

Its SMILES is CCC.CC. The HOMO energy comes out at -10.76 eV. Its gap between HOMO and LUMO is 11.8227 eV. The spin multiplicity is 1.


(2)
Here is 2 unconnected molecules or ions with the total composition C5H14 from the OMol25 dataset. Energies are from ωB97M-V/def2-TZVPD.

Each line ends with the Löwdin charge.
Element x y z (Å)
C: -0.8382 -0.6721 -2.3822  -0.163
C: 0.4342 -0.3563 -1.7442  -0.328
C: 0.4740 1.1467 -1.7010  -0.153
H: -0.8082 -1.3692 -3.2171  0.067
H: -1.3841 0.2272 -2.7348  0.068
H: -1.7115 -1.1233 -1.8599  0.081
H: 0.5812 -0.7367 -0.7145  0.087
H: 1.3791 -0.7903 -2.2378  0.129
H: -0.2840 1.7347 -2.2600  0.073
H: 0.4719 1.5913 -0.7092  0.042
H: 1.4696 1.6278 -1.9711  0.086
C: -0.2258 0.2751 2.1629  -0.224
C: 0.3024 -0.5663 3.2786  -0.211
H: 0.4863 1.0653 1.7144  0.072
H: -0.5043 -0.5302 1.4226  0.054
H: -1.2651 0.9688 2.3885  0.128
H: 1.3515 -0.9040 2.9054  0.105
H: 0.2833 -0.0479 4.1317  0.001
H: -0.2123 -1.5406 3.5279  0.085

Its SMILES is CCC.CC. The HOMO energy comes out at -10.64 eV. Its gap between HOMO and LUMO is 11.7624 eV. The spin multiplicity is 1.


(3)
Here is 2 unconnected molecules or ions with the total composition C5H14 from the OMol25 dataset. Energies are from ωB97M-V/def2-TZVPD.

Each line ends with the Löwdin charge.
Element x y z (Å)
C: 1.8685 0.2541 2.4612  -0.087
C: 1.4973 0.0414 0.9543  -0.276
C: 1.1944 1.3649 0.2672  -0.113
H: 1.4700 -0.5270 2.9801  0.027
H: 1.5171 1.1858 2.9298  0.080
H: 2.9268 0.2122 2.4424  0.054
H: 2.3325 -0.4949 0.4983  0.105
H: 0.6989 -0.5567 0.8642  0.040
H: 0.5659 1.9789 0.8095  0.041
H: 2.1105 1.9690 0.1932  0.082
H: 0.7970 1.1989 -0.7187  0.044
C: -1.7947 -0.3658 -2.2338  -0.178
C: -2.3587 -1.2939 -1.1967  -0.197
H: -1.8179 -0.7257 -3.2925  0.062
H: -2.4607 0.4919 -2.5163  0.073
H: -0.7066 -0.0402 -1.9633  0.080
H: -2.0975 -2.3007 -0.9869  0.045
H: -2.2796 -0.8345 -0.2549  0.034
H: -3.4634 -1.5576 -1.2371  0.086

Its SMILES is CCC.CC. The HOMO energy comes out at -11.25 eV. Its gap between HOMO and LUMO is 12.3750 eV. The spin multiplicity is 1.


(4)
Here is 2 unconnected molecules or ions with the total composition C5H14 from the OMol25 dataset. Energies are from ωB97M-V/def2-TZVPD.

Each line ends with the Löwdin charge.
Element x y z (Å)
C: -1.4048 -1.5289 -0.9358  -0.188
C: -2.0536 -0.2687 -1.3085  -0.279
C: -2.1331 0.5982 0.0178  -0.109
H: -1.0657 -2.2800 -1.6855  0.076
H: -0.4024 -1.5650 -0.4043  0.091
H: -2.1136 -2.0718 -0.3837  0.049
H: -3.0172 -0.4569 -1.5949  0.077
H: -1.2117 0.2119 -1.8424  0.118
H: -2.3707 1.4855 -0.4610  0.029
H: -1.2368 0.8522 0.5555  0.035
H: -2.7610 0.2253 0.9047  0.103
C: 2.6975 0.0206 1.3023  -0.228
C: 2.1754 1.1884 0.5948  -0.227
H: 2.3560 -0.1140 2.3852  0.085
H: 2.4137 -0.8874 0.7198  0.062
H: 3.8041 -0.1973 1.2870  0.079
H: 1.1004 1.4086 0.4995  0.041
H: 2.6018 1.1137 -0.4857  0.089
H: 2.6216 2.2655 0.8351  0.098

Its SMILES is CCC.CC. The HOMO energy comes out at -10.64 eV. Its gap between HOMO and LUMO is 11.6961 eV. The spin multiplicity is 1.


Which of them is the most stable, and which is the least stable? (3) and (4), in that order.


(1)
Here is 2 unconnected molecules or ions with the total composition C5H14 from the OMol25 dataset. Energies are from ωB97M-V/def2-TZVPD.

Each line ends with the Löwdin charge.
Element x y z (Å)
C: -0.6809 1.3446 0.6107  -0.117
C: 0.7466 1.8997 0.8004  -0.323
C: 1.3023 1.9966 2.2639  -0.142
H: -1.1627 1.6731 1.6556  0.113
H: -0.8143 0.3497 0.6292  -0.007
H: -1.1785 1.8015 -0.2681  0.076
H: 1.4650 1.4696 0.1189  0.087
H: 0.5894 2.9344 0.5223  0.077
H: 0.6126 2.3386 3.1498  0.080
H: 1.8918 1.2282 2.7556  0.037
H: 1.8789 3.1146 2.1957  0.119
C: -1.2536 -2.6372 -2.2285  -0.143
C: 0.0287 -2.2373 -1.4561  -0.158
H: -1.9586 -1.9891 -2.1498  -0.018
H: -0.9225 -2.9399 -3.2153  0.063
H: -1.7303 -3.5657 -1.8246  0.085
H: -0.0966 -2.3725 -0.3802  0.046
H: 0.4591 -1.2989 -1.4872  0.014
H: 0.8236 -3.1100 -1.6924  0.111

Its SMILES is CCC.CC. The HOMO energy comes out at -10.92 eV. Its gap between HOMO and LUMO is 11.9630 eV. The spin multiplicity is 1.


(2)
Here is 2 unconnected molecules or ions with the total composition C5H14 from the OMol25 dataset. Energies are from ωB97M-V/def2-TZVPD.

Each line ends with the Löwdin charge.
Element x y z (Å)
C: 1.3259 1.4059 -1.8235  -0.136
C: 0.2067 0.7641 -1.0391  -0.328
C: -1.1206 1.4369 -1.3075  -0.130
H: 1.7922 2.2811 -1.3452  0.072
H: 2.2039 0.7847 -2.0247  0.067
H: 1.0816 1.8871 -2.7776  0.066
H: 0.4407 0.8577 0.0280  0.096
H: 0.1455 -0.3140 -1.1697  0.087
H: -1.5070 2.2223 -0.6570  0.069
H: -1.9949 0.7630 -1.2965  0.069
H: -1.1877 1.7993 -2.3379  0.065
C: -0.8303 -1.5889 1.5734  -0.157
C: 0.4588 -1.8406 2.3467  -0.169
H: -1.5538 -1.0075 2.1356  0.064
H: -0.5631 -1.1686 0.6051  0.025
H: -1.3773 -2.4966 1.3023  0.064
H: 0.6021 -2.9138 2.4925  0.059
H: 0.4934 -1.4323 3.3624  0.059
H: 1.3842 -1.4399 1.9328  0.057

Its SMILES is CCC.CC. The HOMO energy comes out at -11.14 eV. Its gap between HOMO and LUMO is 12.2623 eV. The spin multiplicity is 1.


Which of them is the most stable, and which is the least stable? (2) and (1), in that order.


(1)
Here is 2 unconnected molecules or ions with the total composition C5H14 from the OMol25 dataset. Energies are from ωB97M-V/def2-TZVPD.

Each line ends with the Löwdin charge.
Element x y z (Å)
C: 0.1075 2.6379 -1.4482  -0.135
C: -0.1356 1.3886 -0.6105  -0.331
C: -1.3749 1.4910 0.2746  -0.123
H: -0.0174 3.5530 -0.8648  0.070
H: 1.1068 2.6788 -1.8735  0.062
H: -0.5805 2.7345 -2.2974  0.073
H: -0.2404 0.5290 -1.2801  0.096
H: 0.7556 1.2219 -0.0139  0.086
H: -1.9238 0.5514 0.3562  0.062
H: -1.1159 1.7744 1.2922  0.066
H: -2.0554 2.2881 -0.0408  0.068
C: 0.7651 -3.2912 0.4869  -0.167
C: 0.5967 -1.9098 1.1325  -0.164
H: 0.2123 -4.0452 1.0369  0.055
H: 0.4815 -3.2995 -0.5673  0.061
H: 1.8166 -3.6033 0.5281  0.061
H: 0.8118 -1.1471 0.3891  0.039
H: 1.2140 -1.7984 2.0251  0.065
H: -0.4241 -1.7541 1.4749  0.058

Its SMILES is CCC.CC. The HOMO energy comes out at -11.35 eV. Its gap between HOMO and LUMO is 12.5035 eV. The spin multiplicity is 1.


(2)
Here is 2 unconnected molecules or ions with the total composition C5H14 from the OMol25 dataset. Energies are from ωB97M-V/def2-TZVPD.

Each line ends with the Löwdin charge.
Element x y z (Å)
C: 2.1464 0.3264 1.7884  -0.128
C: 1.2421 -0.3098 0.7562  -0.341
C: 1.8245 0.0412 -0.5733  -0.162
H: 1.5139 0.3411 2.6700  0.072
H: 2.4421 1.3113 1.5447  0.053
H: 3.0793 -0.2091 1.8771  0.073
H: 0.9658 -1.3886 0.8254  0.124
H: 0.2594 0.1809 0.9050  0.062
H: 1.1913 0.1616 -1.4843  0.062
H: 2.3348 1.0918 -0.6524  0.104
H: 2.5395 -0.6936 -0.9579  0.066
C: -2.6763 -0.2627 -1.5672  -0.163
C: -2.1807 -0.1369 -0.0898  -0.157
H: -1.8866 -0.6853 -2.1704  0.060
H: -3.6260 -0.5587 -1.5041  0.009
H: -2.7633 0.7318 -2.0115  0.064
H: -1.1310 0.3278 -0.1850  0.056
H: -2.4624 -1.0060 0.5328  0.070
H: -2.8128 0.7367 0.2962  0.077

Its SMILES is CCC.CC. The HOMO energy comes out at -10.79 eV. Its gap between HOMO and LUMO is 11.8861 eV. The spin multiplicity is 1.


(3)
Here is 2 unconnected molecules or ions with the total composition C5H14 from the OMol25 dataset. Energies are from ωB97M-V/def2-TZVPD.

Each line ends with the Löwdin charge.
Element x y z (Å)
C: 0.6210 -1.6284 0.5892  -0.127
C: 0.0363 -2.0706 -0.7425  -0.321
C: -0.0982 -0.9131 -1.7368  -0.116
H: 1.6001 -1.1490 0.4273  0.074
H: 0.7456 -2.4323 1.3079  0.070
H: 0.1414 -0.7161 0.9533  0.038
H: 0.4546 -3.0092 -1.0621  0.088
H: -0.9845 -2.4071 -0.5212  0.097
H: 0.7270 -0.2204 -1.8279  0.071
H: -0.3817 -1.3868 -2.6849  0.068
H: -1.0581 -0.4536 -1.5254  0.058
C: -0.8020 2.1140 0.3679  -0.172
C: 0.2732 2.2330 1.4360  -0.165
H: -1.3346 1.1700 0.4062  0.049
H: -1.5232 2.9391 0.3613  0.061
H: -0.4220 2.2522 -0.6479  0.063
H: 0.5058 1.1949 1.6878  0.037
H: 0.1131 2.6406 2.4415  0.064
H: 1.1611 2.8085 1.1718  0.063

Its SMILES is CCC.CC. The HOMO energy comes out at -10.94 eV. Its gap between HOMO and LUMO is 12.1090 eV. The spin multiplicity is 1.


(4)
Here is 2 unconnected molecules or ions with the total composition C5H14 from the OMol25 dataset. Energies are from ωB97M-V/def2-TZVPD.

Each line ends with the Löwdin charge.
Element x y z (Å)
C: 1.0778 -1.6491 -2.1488  -0.137
C: 0.7792 -0.1906 -1.8552  -0.300
C: -0.7695 0.2049 -1.8106  -0.114
H: 1.9531 -2.0209 -2.5743  0.043
H: 0.3503 -1.8524 -2.9688  0.084
H: 0.8904 -2.2876 -1.3456  0.046
H: 1.2599 0.0576 -0.9237  0.065
H: 1.3557 0.4131 -2.6587  0.120
H: -1.0387 0.7842 -2.7650  0.084
H: -1.3703 -0.6911 -1.5861  0.064
H: -1.1136 0.9163 -1.0425  0.041
C: -0.1839 0.6187 1.9920  -0.198
C: -0.6481 0.8596 3.4004  -0.203
H: 0.8466 0.2327 1.9374  0.067
H: -0.7002 -0.1104 1.2849  0.074
H: -0.3298 1.5664 1.4856  0.056
H: -1.6068 1.4896 3.5778  0.089
H: -0.0003 1.6198 3.8843  0.063
H: -0.7518 0.0393 4.1171  0.055

Its SMILES is CCC.CC. The HOMO energy comes out at -11.07 eV. Its gap between HOMO and LUMO is 12.1708 eV. The spin multiplicity is 1.


Which of them is the most stable, and which is the least stable? (1) and (2), in that order.


(1)
Here is 2 unconnected molecules or ions with the total composition C5H14 from the OMol25 dataset. Energies are from ωB97M-V/def2-TZVPD.

Each line ends with the Löwdin charge.
Element x y z (Å)
C: -1.2466 0.5277 1.8363  -0.146
C: 0.1554 0.3693 2.5436  -0.320
C: 1.2532 0.8948 1.6341  -0.136
H: -1.2711 0.7364 0.6883  0.080
H: -1.7023 1.4982 2.2550  0.071
H: -2.0871 -0.2141 2.0862  0.075
H: 0.0927 0.8028 3.4793  0.058
H: 0.2501 -0.7703 2.6578  0.116
H: 2.3559 0.7059 1.8933  0.090
H: 1.1835 0.2047 0.6356  0.107
H: 1.0739 1.8577 1.4026  0.013
C: 0.5172 -1.3561 -2.4499  -0.171
C: -0.5662 -0.2140 -2.7334  -0.157
H: 1.2417 -1.0127 -1.6776  0.051
H: 0.2115 -2.3722 -2.1835  0.049
H: 0.9419 -1.5580 -3.4346  0.050
H: 0.1492 0.5851 -2.7617  0.045
H: -1.0360 -0.3843 -3.7404  0.060
H: -1.5171 -0.3011 -2.1310  0.068

Its SMILES is CCC.CC. The HOMO energy comes out at -11.12 eV. Its gap between HOMO and LUMO is 12.2097 eV. The spin multiplicity is 1.


(2)
Here is 2 unconnected molecules or ions with the total composition C5H14 from the OMol25 dataset. Energies are from ωB97M-V/def2-TZVPD.

Each line ends with the Löwdin charge.
Element x y z (Å)
C: -1.1894 1.5549 -1.6844  -0.193
C: 0.1399 1.9953 -1.7476  -0.414
C: 1.1347 0.9359 -2.0990  -0.131
H: -1.2715 0.4660 -1.8816  0.084
H: -1.9388 1.9811 -2.3961  0.090
H: -1.7158 1.6758 -0.7497  0.067
H: 0.2916 2.8154 -2.5094  0.115
H: 0.2888 2.6697 -0.7628  0.147
H: 0.9416 0.7866 -3.1969  0.097
H: 2.1634 1.3383 -1.9895  0.077
H: 1.0877 0.0418 -1.4982  0.061
C: -0.0001 -2.7352 2.1507  -0.147
C: -0.0334 -1.4359 2.9495  -0.178
H: 0.2466 -2.5462 1.1249  0.059
H: 0.7906 -3.3978 2.3772  0.047
H: -0.9177 -3.0858 2.5108  0.049
H: 0.7410 -0.6292 2.6893  0.085
H: -0.9681 -0.9351 2.7562  0.056
H: 0.2089 -1.4955 3.9567  0.030

Its SMILES is CCC.CC. The HOMO energy comes out at -10.52 eV. Its gap between HOMO and LUMO is 11.5166 eV. The spin multiplicity is 1.


Which of them is the most stable, and which is the least stable? (2) and (1), in that order.